This record from the OMol25 dataset describes C3H3N2OP as an isolated structure. The level of theory is ωB97M-V/def2-TZVPD.

Its HOMO energy (alpha / beta) is -9.2 / -9.2 eV. For the gap between HOMO and LUMO (alpha / beta), the calculation gives 0.3156 / 0.3157 Ha.

The geometry in XYZ format:
```
10
Properties=species:S:1:pos:R:3:forces:R:3
C 0.011308 -1.217752 -0.017984 2.992 4.146 -1.247
C 0.657256 1.183591 -0.023973 -3.891 -3.547 0.648
C -0.805680 -0.109676 -0.086501 4.763 3.613 0.683
N 1.386307 -1.033768 -0.109159 -2.775 -0.104 1.268
N 1.618128 0.300405 0.057834 -1.746 -0.638 -0.992
O -3.368111 -0.313712 0.157770 -1.579 -1.174 0.276
P -2.360847 0.702600 -0.098425 1.103 0.927 -0.198
H -0.330785 -2.135669 -0.206478 -1.153 -3.670 -0.253
H 0.599258 2.251158 0.248213 0.629 -0.787 -0.422
H 2.593170 0.372822 0.078705 1.656 1.235 0.236
```
Forces are in eV/Å.

---

This record from the OMol25 dataset describes one molecule with the formula C5H13NS2. The level of theory is ωB97M-V/def2-TZVPD.

Its HOMO energy is -8.7 eV. For the gap between HOMO and LUMO, the calculation gives 0.3508 Ha. Its SMILES is CCCSSCCN.

The geometry in XYZ format:
```
21
Properties=species:S:1:pos:R:3:forces:R:3
N -0.489282 4.127173 -0.048376 0.316 -0.039 -0.245
C -1.209774 3.051328 0.627392 0.308 0.649 -0.635
C -0.561561 1.720792 0.236333 -0.068 -0.666 0.068
S -0.492810 0.625854 1.696026 0.039 0.506 0.438
S -0.681849 -1.284822 1.122107 -0.378 -0.486 -0.510
C 0.976646 -1.869629 0.678200 0.179 -0.310 0.031
C 0.936845 -3.149914 -0.159436 -0.146 0.430 0.069
C 0.401241 -2.941434 -1.557923 -0.797 1.164 -0.427
H -1.040178 4.943631 -0.266483 -0.008 -0.010 0.270
H 0.361714 4.381741 0.439244 -0.203 0.115 -0.078
H -2.210661 3.045178 0.204655 -0.223 0.013 0.265
H -1.290932 3.234049 1.702903 0.047 -0.392 0.068
H 0.445355 1.813248 -0.162125 0.062 0.421 0.145
H -1.151770 1.280526 -0.562764 -0.068 -0.335 0.081
H 1.530089 -2.100181 1.583041 0.063 0.252 0.218
H 1.493152 -1.101496 0.119726 0.125 0.311 -0.052
H 1.978919 -3.467268 -0.223100 -0.066 -0.301 0.086
H 0.351404 -3.888676 0.384474 0.136 -0.332 -0.019
H 0.687270 -3.700837 -2.279773 0.113 0.023 0.012
H 0.641515 -1.932065 -1.913699 0.922 -0.241 -0.215
H -0.675332 -2.787199 -1.620420 -0.351 -0.774 0.427
```
Forces are in eV/Å.

---

This record from the OMol25 dataset describes C31H46N6NaO8 as an isolated structure. The level of theory is ωB97M-V/def2-TZVPD.

Its HOMO energy is -4.7 eV. For the gap between HOMO and LUMO, the calculation gives 0.2472 Ha. The total charge is -1.

The geometry in XYZ format:
```
92
Properties=species:S:1:pos:R:3:forces:R:3
Na 1.332338 0.449950 -1.313818 -0.278 0.245 2.641
O 3.189599 1.093381 -4.205172 -0.205 -0.495 0.530
C 2.906893 0.269992 -3.320604 0.502 0.247 -0.308
O 3.166238 0.345557 -2.067054 1.158 0.097 -1.352
C 2.210977 -1.055033 -3.786566 -0.142 0.113 0.463
C 2.416357 -2.157593 -2.735246 -0.504 -0.018 -0.253
C 1.989985 -3.536153 -3.285866 -0.135 0.168 -0.002
C 0.438586 -3.452284 -3.181720 0.168 0.044 0.015
C 0.265408 -2.000855 -2.716880 0.207 -0.092 -0.233
O 1.363151 -1.861486 -1.783781 -0.083 -0.283 -0.301
C 0.633585 -1.044650 -3.883328 0.138 0.232 0.319
C -0.097657 0.320204 -3.750331 -0.378 0.197 -0.051
O -0.687865 0.748166 -4.764139 0.233 -0.197 0.638
O -0.099641 0.826502 -2.580493 -1.162 -0.073 -1.998
H 2.649203 -1.302840 -4.747737 0.015 -0.080 -0.155
H 3.383079 -2.132475 -2.248918 0.023 0.032 0.080
H 2.393933 -4.344044 -2.675469 -0.018 -0.029 0.022
H 2.340622 -3.673512 -4.310745 -0.025 -0.014 0.026
H 0.052558 -4.138842 -2.424746 0.037 0.007 -0.020
H -0.075185 -3.650608 -4.125115 0.053 0.021 0.042
H -0.678523 -1.778583 -2.222620 0.066 0.079 0.069
H 0.307324 -1.459195 -4.830727 0.040 -0.131 -0.171
O -5.021336 -4.404565 -1.611823 0.015 0.130 -0.055
C -4.795085 -3.362430 -2.555404 0.072 -0.100 0.198
C -4.058625 -2.227111 -1.905740 0.027 0.004 0.058
C -3.829987 -1.063045 -2.624660 0.009 0.135 -0.043
C -3.114974 -0.035820 -2.025592 0.202 -0.055 0.158
N -2.622246 -0.124051 -0.787820 -0.098 -0.009 -0.084
C -2.827282 -1.250808 -0.107714 0.142 0.240 0.064
C -3.556227 -2.320019 -0.617320 0.016 -0.209 -0.011
C -2.194038 -1.323555 1.252615 0.275 0.108 -0.180
C -2.865359 -1.889607 2.329141 -0.176 -0.002 -0.045
C -2.255004 -1.906015 3.573646 -0.018 -0.019 0.064
C -2.954392 -2.501236 4.766880 -0.211 0.060 -0.145
O -4.347668 -2.201656 4.811214 0.150 -0.133 0.065
C -0.985378 -1.364212 3.691235 0.112 0.019 -0.057
C -0.366425 -0.847760 2.557451 -0.201 -0.055 -0.313
N -0.955389 -0.825389 1.360037 -0.079 -0.016 0.181
H -5.304327 -5.186489 -2.087748 -0.035 -0.081 -0.058
H -5.738939 -2.990256 -2.954024 -0.178 0.037 -0.055
H -4.199604 -3.720873 -3.397457 0.064 -0.084 -0.073
H -4.187148 -0.954375 -3.645395 0.063 0.006 0.100
H -2.887031 0.877326 -2.571864 0.003 -0.129 0.077
H -3.695811 -3.232265 -0.049202 0.036 0.108 -0.025
H -3.867691 -2.287211 2.208511 0.071 0.036 -0.003
H -2.450578 -2.176448 5.676771 0.040 0.065 0.177
H -2.890828 -3.587454 4.729049 -0.030 -0.093 0.000
H -4.451274 -1.250745 4.712087 0.018 0.065 -0.030
H -0.478011 -1.351908 4.650011 0.004 0.025 -0.031
H 0.641588 -0.438199 2.591472 -0.118 -0.033 -0.038
C 5.879718 -1.063047 1.826395 -0.166 0.078 -0.275
N 4.474735 -0.868989 1.499669 0.018 -0.159 0.042
C 3.950380 -1.558356 0.296147 0.008 0.075 0.254
C 3.626800 0.072298 2.021561 -0.132 0.086 -0.332
O 2.544815 0.264563 1.453284 0.341 0.149 0.636
N 3.972206 0.811514 3.156326 -0.088 0.019 -0.120
C 3.054053 1.846213 3.612220 0.179 -0.220 -0.116
C 5.054484 0.622562 4.104573 -0.153 -0.058 -0.043
H 6.322788 -1.669174 1.043717 0.014 -0.009 -0.097
H 6.032266 -1.596750 2.765730 0.015 -0.119 -0.035
H 6.435779 -0.123926 1.852773 -0.038 0.033 0.033
H 4.706204 -2.266742 -0.041061 -0.008 0.005 0.054
H 3.720625 -0.856541 -0.508057 0.120 0.035 0.061
H 3.033086 -2.103709 0.525227 0.051 0.034 0.066
H 2.220745 1.924258 2.930703 -0.112 -0.024 -0.155
H 3.569419 2.809712 3.669872 0.006 -0.007 0.000
H 2.673104 1.601490 4.609885 -0.002 -0.001 0.002
H 5.722255 -0.180675 3.843826 -0.071 0.057 0.080
H 4.645260 0.403859 5.095537 -0.053 -0.003 0.058
H 5.643094 1.539743 4.191294 0.028 0.058 -0.015
C -0.873606 3.786503 -2.508530 -0.044 -0.043 0.037
C -1.622178 3.174121 -1.328278 0.199 0.171 0.073
N -1.378570 3.881099 -0.058303 0.082 -0.075 -0.021
C -2.273760 4.970742 0.272593 0.012 -0.165 0.011
C -3.531310 4.519670 1.016276 -0.024 -0.049 0.006
C -0.304002 3.514262 0.712921 -0.144 -0.147 -0.340
C -0.104643 4.264407 2.008742 0.026 0.043 0.060
N 0.470641 2.581468 0.302421 0.166 -0.217 -0.103
H -1.038089 3.181352 -3.406974 0.020 0.086 0.154
H 0.199524 3.765374 -2.304618 -0.088 0.017 -0.035
H -1.189356 4.820398 -2.698432 0.033 -0.047 0.027
H -1.306315 2.140655 -1.215187 -0.060 0.019 0.030
H -2.702156 3.189510 -1.503307 -0.033 0.003 0.028
H -2.566447 5.447918 -0.663418 0.006 0.066 -0.075
H -1.752751 5.730954 0.851827 0.039 0.054 0.037
H -4.066823 3.769011 0.427805 0.037 0.067 0.076
H -4.205297 5.364681 1.202097 0.082 -0.101 -0.031
H -3.269110 4.065463 1.976248 -0.044 0.029 -0.071
H 0.219138 5.290684 1.814873 -0.031 -0.038 0.026
H 0.672592 3.766872 2.585441 -0.014 0.023 0.009
H -1.016565 4.302703 2.608953 0.043 0.012 -0.030
H 1.215397 2.344462 0.949940 -0.106 0.174 0.135
```
Forces are in eV/Å.

---

ΔE to the lowest compared entry with this formula, charge and spin (kcal per mole)
73.3 8.8 34.8
F_max (eV/A)
6.02 1.47 2.67